Density functional theory data (ωB97M-V with the def2-TZVPD basis set) for a cluster of 11 separate species, C42H115N9O11 in total at a distorted geometry.

Calculated values
ΔE to the lowest compared entry with this formula, charge and spin: 33.23 kcal per mole
E_tot: -2989.34909 a.u.
SMILES: COC[C@H](C)N.COC[C@H](C)N.COC[C@H](C)N.COC[C@H](C)N.COC[C@H](C)N.COC[C@H](C)N.COC[C@H](C)N.COC[C@H](C)N.COC[C@H](C)N.CC(C)O.CC(C)O
F_max: 4.32 eV/Å
E_LUMO: 0.38 eV
HOMO: -8.8 eV
Gap between HOMO and LUMO: 9.14 eV

Positions of all 177 atoms, in Å:
C  -0.265  5.887  -0.571
C  1.064  6.334  -0.061
C  1.965  5.153  -0.042
O  3.304  5.472  0.238
C  3.895  4.517  1.125
N  1.436  7.462  -0.966
H  -0.680  5.115  0.024
H  -0.288  5.541  -1.591
H  -1.032  6.672  -0.539
H  0.929  6.699  1.003
H  1.945  4.621  -1.065
H  1.676  4.481  0.794
H  4.895  4.926  1.188
H  3.889  3.560  0.658
H  3.433  4.615  2.110
H  2.309  7.810  -0.905
H  1.330  7.219  -1.931
C  0.381  -5.346  -4.592
C  -0.566  -5.018  -3.444
C  -0.043  -5.697  -2.188
O  -0.667  -5.246  -0.985
C  -1.988  -5.530  -0.763
N  -0.849  -3.598  -3.272
H  1.338  -4.822  -4.519
H  -0.159  -4.975  -5.475
H  0.563  -6.430  -4.591
H  -1.479  -5.570  -3.587
H  1.039  -5.508  -2.033
H  -0.095  -6.767  -2.258
H  -2.648  -5.151  -1.582
H  -2.265  -5.051  0.171
H  -2.165  -6.617  -0.606
H  -1.268  -3.469  -2.358
H  0.059  -3.128  -3.097
C  -3.520  -1.098  -1.714
C  -3.789  0.388  -2.000
C  -2.606  0.911  -2.903
O  -2.789  2.248  -3.230
C  -1.461  2.826  -3.432
N  -5.143  0.472  -2.695
H  -4.198  -1.641  -1.045
H  -2.491  -1.315  -1.339
H  -3.574  -1.577  -2.754
H  -3.841  1.017  -1.087
H  -2.570  0.229  -3.770
H  -1.664  0.771  -2.412
H  -1.041  2.561  -4.392
H  -0.673  2.584  -2.680
H  -1.635  3.894  -3.579
H  -5.199  1.371  -3.108
H  -5.065  -0.300  -3.358
C  1.090  -1.916  -6.616
C  0.478  -0.641  -6.133
C  -0.837  -0.251  -6.827
O  -1.303  0.954  -6.295
C  -2.657  1.165  -6.561
N  0.140  -0.816  -4.752
H  1.937  -2.176  -5.950
H  1.529  -1.852  -7.561
H  0.353  -2.737  -6.679
H  1.267  0.212  -6.261
H  -1.532  -1.078  -6.668
H  -0.731  -0.200  -7.947
H  -2.878  1.004  -7.664
H  -2.898  2.227  -6.367
H  -3.339  0.460  -5.987
H  -0.409  -0.019  -4.335
H  -0.371  -1.693  -4.502
C  3.958  -1.814  -3.291
C  2.889  -2.580  -2.462
C  3.517  -3.257  -1.190
O  2.555  -4.114  -0.652
C  2.623  -4.191  0.814
N  1.805  -1.583  -2.060
H  4.585  -1.123  -2.695
H  3.599  -1.127  -4.119
H  4.603  -2.564  -3.790
H  2.522  -3.450  -3.017
H  3.741  -2.444  -0.494
H  4.432  -3.746  -1.561
H  3.618  -4.005  1.192
H  2.309  -5.224  0.962
H  1.931  -3.451  1.276
H  1.224  -2.095  -1.408
H  1.215  -1.269  -2.873
C  3.585  -1.715  3.544
C  4.008  -1.390  5.050
C  3.009  -0.417  5.652
O  3.513  -0.062  6.936
C  2.705  0.825  7.599
N  3.982  -2.570  5.801
H  4.303  -2.461  3.238
H  3.647  -0.776  2.980
H  2.641  -2.118  3.517
H  4.989  -0.797  5.164
H  2.004  -0.740  5.711
H  3.039  0.612  5.084
H  3.256  1.193  8.453
H  1.753  0.384  7.959
H  2.450  1.672  6.854
H  3.248  -2.496  6.556
H  4.887  -2.707  6.248
C  -5.191  -1.635  2.472
C  -4.218  -2.694  2.727
C  -4.745  -4.081  2.701
O  -5.873  -4.410  3.539
C  -5.373  -4.819  4.799
N  -3.129  -2.595  1.674
H  -5.543  -1.576  1.475
H  -4.847  -0.616  2.594
H  -6.104  -1.761  3.037
H  -3.756  -2.598  3.705
H  -3.958  -4.825  2.917
H  -5.157  -4.252  1.709
H  -6.277  -5.052  5.373
H  -4.756  -4.055  5.343
H  -4.717  -5.742  4.738
H  -2.867  -1.548  1.647
H  -2.271  -3.105  1.967
C  1.198  3.294  -6.737
C  1.501  3.859  -5.314
C  1.972  2.658  -4.433
O  1.863  2.911  -3.017
C  2.322  1.871  -2.222
N  2.584  4.844  -5.264
H  2.201  3.083  -7.140
H  0.773  4.051  -7.370
H  0.528  2.448  -6.556
H  0.583  4.259  -4.903
H  2.978  2.333  -4.713
H  1.273  1.846  -4.698
H  2.009  2.156  -1.208
H  3.364  1.635  -2.267
H  1.766  0.937  -2.365
H  2.366  5.675  -5.821
H  2.770  5.044  -4.296
C  -1.515  6.422  2.953
C  -0.455  6.389  4.030
C  -1.153  6.457  5.368
O  -0.198  6.353  6.374
C  -0.787  6.018  7.572
N  0.253  5.094  3.913
H  -2.320  5.851  3.303
H  -1.043  5.924  2.063
H  -1.858  7.419  2.715
H  0.293  7.194  3.968
H  -1.928  5.697  5.424
H  -1.611  7.519  5.346
H  -0.133  5.558  8.312
H  -1.648  5.341  7.423
H  -1.206  6.884  8.021
H  0.631  4.985  4.875
H  -0.422  4.284  3.947
C  -0.928  -3.251  4.824
C  0.007  -4.142  4.014
C  -0.046  -5.440  4.735
O  -0.595  -4.295  2.733
H  -1.021  -2.214  4.418
H  -0.650  -3.375  5.853
H  -1.873  -3.681  4.709
H  0.988  -3.707  3.874
H  0.325  -5.295  5.742
H  0.524  -6.209  4.157
H  -1.065  -5.817  4.770
H  -0.185  -5.084  2.311
C  0.067  0.064  2.719
C  0.346  -0.466  1.276
C  -0.625  0.084  0.217
O  1.650  -0.095  0.796
H  0.581  -0.493  3.564
H  -0.982  0.036  2.921
H  0.358  1.138  2.938
H  0.270  -1.561  1.258
H  -0.596  1.197  0.178
H  -1.692  0.033  0.459
H  -0.451  -0.425  -0.749
H  1.712  -0.472  -0.082

Density functional theory data (ωB97M-V with the def2-TZVPD basis set) for a structure of composition C25H26F4N4OV at a distorted geometry.

Calculated values
E_tot: -2605.00761 a.u.
Charge: +3
F_max: 1.84 eV/Å
E_LUMO (alpha / beta): -12.36 / -12.37 eV
HOMO (alpha / beta): -17.9 / -17.9 eV
Gap between HOMO and LUMO (alpha / beta): 5.55 / 5.55 eV

Positions of all 61 atoms, in Å:
V  0.154  0.567  0.288
C  1.316  3.408  1.004
N  0.186  2.488  1.314
C  -1.093  3.248  1.212
C  0.377  1.983  2.713
C  -0.564  0.795  3.000
N  -1.028  0.233  1.707
C  -2.247  -0.317  1.600
C  -2.814  -0.366  0.301
F  -2.086  0.253  -0.658
C  -4.028  -0.904  0.042
F  -4.510  -0.903  -1.180
C  -4.779  -1.440  1.108
C  -4.273  -1.401  2.399
F  -4.962  -1.901  3.397
C  -3.036  -0.850  2.667
F  -2.562  -0.877  3.891
H  1.336  4.225  1.727
H  1.199  3.838  0.014
H  2.259  2.870  1.053
H  -1.119  4.041  1.960
H  -1.951  2.598  1.365
H  -1.172  3.706  0.228
H  0.182  2.775  3.435
H  1.416  1.688  2.822
H  -1.421  1.126  3.577
H  -0.058  0.039  3.599
H  -5.755  -1.875  0.922
C  0.056  -3.769  -0.667
C  -0.032  -2.566  0.034
N  0.055  -1.386  -0.571
C  0.246  -1.357  -1.918
C  0.329  -2.506  -2.700
C  0.231  -3.743  -2.030
C  0.497  -2.372  -4.120
C  0.564  -1.152  -4.695
C  0.484  0.044  -3.902
C  0.522  1.345  -4.441
C  0.406  2.435  -3.611
C  0.282  2.235  -2.241
N  0.272  1.016  -1.691
C  0.345  -0.070  -2.523
H  -0.016  -4.705  -0.129
H  -0.171  -2.563  1.108
H  0.297  -4.667  -2.593
H  0.558  -3.269  -4.724
H  0.676  -1.055  -5.768
H  0.634  1.480  -5.511
H  0.415  3.444  -4.000
H  0.192  3.082  -1.578
C  3.638  -0.824  -0.027
C  2.964  -0.263  1.202
C  2.781  -1.264  2.339
O  1.632  0.262  0.786
H  4.642  -1.139  0.257
H  3.725  -0.076  -0.815
H  3.099  -1.698  -0.400
H  3.505  0.617  1.543
H  3.120  -2.252  2.033
H  1.733  -1.346  2.633
H  3.352  -0.964  3.215

Density functional theory data (ωB97M-V with the def2-TZVPD basis set) for a cluster of 11 separate species, C28H78O23S11 in total at a distorted geometry.

Calculated values
ΔE to the lowest compared entry with this formula, charge and spin: 37.40 kcal per mole
E_tot: -7223.93194 a.u.
F_max: 2.85 eV/Å
E_LUMO: 0.16 eV
HOMO: -8.5 eV
Gap between HOMO and LUMO: 8.67 eV

Positions of all 140 atoms, in Å:
O  -3.354  -2.603  2.733
S  -4.261  -1.561  3.169
O  -4.476  -0.436  2.308
O  -5.658  -2.295  3.527
C  -5.598  -3.634  4.094
C  -7.040  -3.981  4.392
C  -3.850  -0.986  4.818
H  -4.942  -3.618  4.968
H  -5.051  -4.248  3.378
H  -7.665  -3.362  3.749
H  -7.275  -3.775  5.436
H  -7.409  -4.993  4.225
H  -3.457  -1.788  5.440
H  -4.692  -0.411  5.191
H  -2.989  -0.308  4.794
O  5.114  -0.894  -2.551
S  3.796  -0.852  -3.127
O  2.893  0.277  -3.009
O  3.852  -1.167  -4.733
C  3.999  -0.048  -5.635
C  4.341  -0.615  -6.993
C  3.027  -2.465  -2.719
H  4.799  0.586  -5.249
H  3.007  0.404  -5.661
H  4.228  0.090  -7.818
H  3.598  -1.389  -7.195
H  5.374  -0.959  -7.014
H  3.462  -3.214  -3.373
H  1.962  -2.385  -2.923
H  3.139  -2.737  -1.675
O  1.910  3.073  -4.919
S  0.734  3.383  -4.125
O  0.173  4.704  -4.145
O  -0.392  2.310  -4.633
C  0.059  1.051  -5.147
C  -0.344  -0.050  -4.158
C  0.973  2.930  -2.426
H  1.142  0.972  -5.239
H  -0.335  0.897  -6.149
H  -1.385  -0.317  -4.286
H  -0.091  0.234  -3.129
H  0.385  -0.870  -4.144
H  1.609  3.700  -2.003
H  1.361  1.911  -2.404
H  0.017  2.892  -1.900
O  2.308  -4.881  -0.951
S  1.297  -5.251  -0.002
O  0.252  -6.176  -0.363
O  2.015  -5.921  1.258
C  1.249  -6.184  2.437
C  1.547  -7.602  2.846
C  0.467  -3.787  0.644
H  0.161  -6.145  2.280
H  1.373  -5.357  3.139
H  1.617  -8.333  2.043
H  0.899  -7.974  3.639
H  2.571  -7.667  3.241
H  0.967  -3.360  1.515
H  -0.541  -4.069  0.938
H  0.505  -3.013  -0.120
O  -5.944  -0.106  -3.365
S  -4.825  -0.841  -3.887
O  -4.355  -0.672  -5.237
O  -3.533  -0.590  -2.913
C  -3.711  0.412  -1.869
C  -4.420  -0.206  -0.674
C  -5.044  -2.590  -3.522
H  -4.159  1.341  -2.220
H  -2.717  0.761  -1.581
H  -3.823  -0.997  -0.233
H  -5.419  -0.521  -0.960
H  -4.539  0.600  0.051
H  -5.768  -2.588  -2.713
H  -4.050  -2.945  -3.277
H  -5.415  -3.089  -4.413
O  2.760  2.361  5.781
S  2.851  2.875  4.442
O  1.686  3.052  3.636
O  3.627  4.284  4.471
C  4.827  4.392  5.263
C  5.957  4.876  4.408
C  4.050  1.823  3.583
H  5.019  3.399  5.676
H  4.648  5.063  6.104
H  6.088  4.299  3.496
H  6.890  4.985  4.963
H  5.768  5.918  4.127
H  4.759  2.479  3.089
H  3.586  1.154  2.869
H  4.582  1.319  4.388
C  -1.121  2.972  5.079
S  -1.450  2.113  3.536
O  -1.402  0.638  3.825
C  -3.247  2.384  3.345
H  -1.002  4.047  4.945
H  -0.165  2.598  5.445
H  -1.868  2.773  5.849
H  -3.552  3.394  3.067
H  -3.819  2.160  4.249
H  -3.550  1.664  2.588
C  0.725  1.400  0.758
S  -0.146  0.259  -0.260
O  0.771  -0.863  -0.703
C  -1.295  -0.625  0.814
H  0.024  2.214  0.947
H  1.446  1.846  0.069
H  1.283  1.077  1.633
H  -0.822  -1.033  1.704
H  -1.655  -1.514  0.288
H  -2.200  -0.028  0.927
C  -1.260  -5.846  -3.929
S  0.019  -4.716  -3.268
O  0.621  -3.969  -4.427
C  -1.145  -3.374  -2.716
H  -1.734  -6.391  -3.116
H  -0.701  -6.481  -4.614
H  -1.990  -5.255  -4.481
H  -0.607  -2.657  -2.092
H  -2.090  -3.662  -2.252
H  -1.366  -2.824  -3.633
C  -1.758  5.455  1.766
S  -1.121  4.634  0.283
O  -1.911  3.384  -0.015
C  -1.724  5.925  -0.845
H  -1.222  5.078  2.637
H  -2.842  5.371  1.856
H  -1.572  6.531  1.769
H  -1.270  6.910  -0.774
H  -2.807  5.959  -0.711
H  -1.547  5.576  -1.865
C  5.463  2.275  -0.567
S  3.942  3.246  -0.362
O  3.499  3.021  1.068
C  4.856  4.851  -0.444
H  6.337  2.570  0.019
H  5.743  2.185  -1.617
H  5.332  1.242  -0.229
H  5.685  4.822  0.264
H  4.242  5.688  -0.114
H  5.223  4.992  -1.458

Density functional theory data (ωB97M-V with the def2-TZVPD basis set) for a structure of composition C9H23AlClI2NP2 at a distorted geometry.

Calculated values
ΔE to the lowest compared entry with this formula, charge and spin: 0.00 kcal per mole
E_tot: -2391.55028 a.u.
Charge: +2
F_max: 2.91 eV/Å
E_LUMO (alpha / beta): -8.13 / -8.13 eV
HOMO (alpha / beta): -14.4 / -14.4 eV
Gap between HOMO and LUMO (alpha / beta): 6.28 / 6.28 eV

Positions of all 39 atoms, in Å:
I  0.806  1.820  2.138
I  1.111  -2.071  2.121
Al  -0.059  -0.146  -2.426
P  -2.243  -0.030  -1.312
C  -3.129  0.038  0.277
C  -3.145  1.367  -2.091
H  -4.215  1.123  -2.078
H  -4.236  -1.204  -1.971
H  -2.822  1.560  -3.118
H  -2.856  -1.712  -3.004
H  -2.854  0.955  0.803
H  -3.001  2.266  -1.491
C  -3.168  -1.462  -1.987
H  -4.212  0.014  0.128
H  -3.015  -2.320  -1.334
H  -2.832  -0.814  0.891
P  2.084  -0.016  -1.289
C  2.969  0.054  0.290
C  3.026  -1.433  -1.961
H  2.682  1.555  -3.099
H  4.051  1.098  -2.028
H  2.843  2.268  -1.467
C  2.990  1.371  -2.067
H  2.731  -1.673  -2.985
H  4.082  -1.136  -1.922
H  4.046  0.034  0.107
H  2.690  -0.820  0.900
H  2.874  -2.292  -1.309
H  2.689  0.972  0.831
Cl  -0.079  -0.076  -4.556
C  0.695  0.360  4.601
C  -0.498  -0.261  3.888
C  -0.308  -0.453  2.378
N  -0.622  0.370  1.487
H  1.658  -0.067  4.281
H  0.522  0.195  5.655
H  0.811  1.483  4.465
H  -0.635  -1.276  4.240
H  -1.432  0.359  4.014